ORCA calculation (ωB97M-V with the def2-TZVPD basis set) on a structure of composition C4H6B2F11O2Tl.

```
26
Properties=species:S:1:pos:R:3:forces:R:3
Tl -1.037079 2.541537 -1.891941 0.0 0.3 -0.5
F -2.402813 -1.664035 4.470701 1.4 -0.4 0.5
F 0.528560 6.694354 -2.890797 1.4 -0.4 2.0
F -0.684294 8.427169 -3.724050 0.0 0.4 0.2
F -0.605848 6.406728 -4.671014 -1.7 -1.6 -1.7
F 1.145309 7.729122 -4.887943 0.8 0.3 0.1
F -0.380338 0.779232 -7.933425 1.3 0.1 -0.6
F -2.519794 0.139823 -8.007893 -1.9 -1.2 -1.5
F -0.836691 -1.813835 6.049801 -0.2 -0.3 -1.9
F -1.966231 2.051450 -6.974484 -0.3 1.1 0.3
F -1.422220 0.095184 -6.060159 0.2 -0.4 1.0
F -1.368908 -3.552164 4.820216 0.8 2.1 -0.4
O -0.496217 -0.563400 2.805341 0.8 -3.2 4.1
O 0.301082 -2.681088 2.841951 -0.1 1.4 1.3
C -1.185293 -2.190622 4.779272 -2.9 -0.4 1.4
C -0.160964 -1.627497 3.713530 -0.1 0.2 -5.5
C 2.558865 -3.779089 3.616831 -0.2 1.8 -0.8
C 1.055890 -3.813329 3.245140 0.0 -2.4 1.2
B 0.143150 7.331633 -4.022594 -0.5 1.0 -0.4
B -1.590231 0.757497 -7.304188 0.7 0.3 1.1
H 2.709960 -3.194296 4.524180 0.0 0.1 0.1
H 3.060510 -4.733509 3.776651 -0.7 -0.2 -0.2
H 0.863123 -4.557004 2.471910 0.3 0.4 -0.5
H 0.594083 -4.288409 4.110675 -0.4 0.3 0.3
H 3.062664 -3.265908 2.797724 0.4 0.0 0.1
H 0.633722 -1.229543 4.344564 0.8 0.7 0.3
```
Forces are in eV/Å.

- DFT total energy: -44277.96808 eV
- Kohn-Sham gap: 1.300 eV
- Spin multiplicity: 1

ORCA calculation (ωB97M-V with the def2-TZVPD basis set) on a structure of composition C4H6BF2NO8PS.

```
24
Properties=species:S:1:pos:R:3:forces:R:3
S 2.584506 -0.371328 2.383324 0.1 0.1 0.0
P 1.493900 0.919308 -1.308840 0.2 -0.3 0.0
F -5.318026 -1.853739 -0.981790 0.0 0.0 0.0
F -3.627537 -3.233061 -1.678269 0.0 0.0 0.0
O 3.827997 -0.403168 3.068470 0.0 0.0 0.0
O -1.970930 0.820833 -1.671728 0.0 0.0 -0.1
O -1.732985 -0.340059 0.977859 0.1 0.0 0.0
O 1.647660 -1.426654 2.517837 0.1 -0.1 0.1
O 2.827288 -0.105520 0.830310 -0.1 0.1 -0.1
O -3.247557 -1.801175 0.179129 -0.1 -0.1 0.0
O -3.402752 -0.888336 -1.999409 -0.1 -0.1 0.0
O 1.899805 1.030849 2.689832 -0.2 0.0 0.0
N 2.211750 -0.121970 -2.216168 -0.1 0.2 0.0
C 2.190472 1.123795 0.402930 0.1 0.0 0.1
C 1.154258 1.377266 1.496861 0.0 0.0 -0.1
C -2.448825 -0.776807 0.109672 0.1 0.1 -0.1
C -2.565209 -0.168918 -1.313540 0.1 0.1 0.2
B -3.957305 -2.010866 -1.140722 0.1 0.1 0.0
H 2.973908 1.890296 0.400961 -0.1 0.0 0.0
H 2.672943 0.264987 -3.028171 0.1 -0.1 0.1
H 0.148403 0.681942 -1.005545 0.0 0.0 0.0
H 1.524607 2.273675 -1.706760 -0.2 0.1 0.1
H 0.293644 0.711113 1.397876 -0.1 0.0 0.0
H 0.819985 2.407537 1.595879 0.1 0.0 0.0
```
Forces are in eV/Å.

- DFT total energy: -48357.68634 eV
- Kohn-Sham gap: 9.351 eV
- Spin multiplicity: 1
- Net charge: -1

ORCA calculation (ωB97M-V with the def2-TZVPD basis set) on a cluster of 2 separate species, C4H6BF4O5 in total.

```
20
Properties=species:S:1:pos:R:3:forces:R:3
F -0.151700 -3.580201 -2.827910 -1.6 0.2 0.4
F -2.135917 -4.740411 -2.233443 0.6 1.5 -0.3
F -2.236286 -2.916925 -3.750482 0.7 -0.5 1.4
F -1.776501 -2.526789 -1.454220 0.2 -0.8 -1.0
O 1.944085 0.420914 0.639329 -2.1 0.1 2.6
O 1.339576 -1.305571 2.356629 -1.4 5.2 -7.4
O 2.000578 2.901254 0.714980 -3.7 -0.4 -0.3
O 0.848175 3.337114 -1.356139 -0.2 0.9 9.5
O -0.370370 4.034501 0.601209 2.8 -2.5 0.0
C -0.491165 -0.830072 0.571121 0.7 0.9 0.8
C 1.018923 -0.592800 1.246382 0.1 -3.7 4.8
C 0.819056 3.410410 0.001970 0.0 -0.7 -7.9
C 1.629054 1.654200 1.402182 -1.9 -0.2 1.0
B -1.575130 -3.441095 -2.566528 0.0 -0.4 -0.6
H -1.161417 -1.241964 1.444077 1.6 0.6 -1.8
H -0.438449 -1.574824 -0.333805 -0.2 1.5 1.7
H 0.444545 1.664954 1.511367 2.3 -0.1 0.0
H 2.064863 1.664916 2.488475 -0.3 -0.1 -2.3
H -0.801973 3.451779 1.294389 1.1 0.8 -1.0
H -0.969949 0.210610 0.250419 1.3 -2.2 0.4
```
Forces are in eV/Å.

- DFT total energy: -26032.88705 eV
- Kohn-Sham gap: 9.805 eV
- Spin multiplicity: 1
- Net charge: -1